Entry from the Open Molecules 2025 dataset: a 3-piece molecular cluster, C4H9NO overall (ωB97M-V/def2-TZVPD).

Calculated values
HOMO-LUMO gap in eV: 9.1
HOMO in hartree: -0.3185

```
15
Properties=species:S:1:pos:R:3:forces:R:3:lowdin_charge:R:1
C -1.01198 -0.76852 0.57766 0.037 0.128 0.228 -0.079
N -0.28872 0.34073 0.29216 -0.020 -0.240 -0.099 -0.319
C -1.04439 1.47421 -0.23850 -0.058 0.122 -0.021 -0.038
C 0.95333 0.15943 -0.25429 0.100 0.125 0.112 -0.171
C 1.95252 -0.69932 0.38083 0.108 -0.016 -0.137 -0.298
O 3.11922 -0.73097 0.04405 -0.388 -0.017 0.142 0.017
H -0.57951 -1.40622 -0.85318 0.127 0.011 -0.084 0.091
H -2.05402 -0.60842 0.84144 0.145 -0.009 -0.035 0.082
H -0.51263 -1.58052 1.09632 -0.058 0.105 -0.162 0.069
H -1.94053 1.62771 0.36543 0.131 -0.027 -0.102 0.090
H -0.42726 2.37348 -0.19666 -0.092 -0.139 -0.008 0.093
H -1.33010 1.27371 -1.27892 0.040 0.017 0.132 0.102
H 1.36123 1.00697 -0.79911 -0.068 -0.100 0.071 0.124
H 0.21523 -1.12158 -1.19182 -0.093 -0.053 0.076 0.122
H 1.58761 -1.34069 1.21459 0.089 0.093 -0.112 0.117
```
Positions in Å, forces in eV/Å.

---

Entry from the Open Molecules 2025 dataset: one molecule with the formula C4H9NO (ωB97M-V/def2-TZVPD).

Calculated values
HOMO-LUMO gap in eV: 10.6
HOMO in hartree: -0.3543

```
15
Properties=species:S:1:pos:R:3:forces:R:3:lowdin_charge:R:1
C 0.60100 -2.02333 0.84647 -0.032 -0.049 -0.002 -0.091
C 1.06004 -0.57348 0.73124 0.104 -0.010 0.130 -0.244
N 0.38843 0.15376 -0.32912 -0.059 0.055 -0.041 0.035
C -0.51756 1.14180 -0.07689 -0.036 0.016 0.037 -0.544
C -1.11206 1.80972 -1.30236 -0.040 0.058 -0.033 -0.006
O -0.83638 1.47586 1.05297 0.089 -0.094 -0.300 0.036
H 1.15540 -2.53631 1.63988 -0.086 0.079 -0.113 0.072
H 0.76895 -2.57134 -0.08820 -0.019 0.086 0.126 0.068
H -0.46600 -2.07135 1.08480 0.139 0.014 -0.038 0.076
H 0.84065 -0.02759 1.65166 0.059 -0.095 -0.102 0.112
H 2.14333 -0.52818 0.56348 -0.150 -0.014 0.025 0.114
H 0.58850 -0.09081 -1.28597 -0.053 0.082 0.120 0.132
H -0.63882 1.51112 -2.24272 -0.052 0.007 0.162 0.070
H -1.01889 2.89195 -1.18272 -0.009 -0.149 -0.003 0.085
H -2.17949 1.57581 -1.35129 0.145 0.012 0.033 0.086
```
Positions in Å, forces in eV/Å.

---

Entry from the Open Molecules 2025 dataset: one molecule with the formula C4H9NO (ωB97M-V/def2-TZVPD).

Calculated values
HOMO-LUMO gap in eV: 10.9
HOMO in hartree: -0.3605

```
15
Properties=species:S:1:pos:R:3:forces:R:3:lowdin_charge:R:1
C 1.67961 1.06029 0.77229 -0.424 -0.183 -0.254 -0.046
N 0.48765 1.50202 0.68689 0.618 0.246 0.302 -0.018
O -0.53451 0.69522 0.31475 -0.141 -0.221 0.020 -0.128
C -0.26379 -0.65557 -0.06301 -0.394 -0.508 -0.206 -0.460
C -1.61811 -1.36592 0.05289 0.406 -0.086 -0.489 -0.043
C 0.29009 -0.70380 -1.47984 0.075 0.368 -0.040 -0.053
H 2.02556 0.05495 0.52146 -0.123 0.251 0.120 0.068
H 2.39081 1.79169 1.11121 0.217 0.112 0.057 0.064
H 0.44974 -1.13273 0.62695 -0.226 0.237 0.041 0.127
H -1.49120 -2.42735 -0.19652 -0.070 0.234 -0.106 0.084
H -2.34545 -0.90826 -0.63846 0.260 -0.204 0.309 0.091
H -1.99408 -1.32564 1.06621 -0.111 0.184 0.216 0.075
H 0.57863 -1.71587 -1.73732 -0.044 -0.263 -0.105 0.081
H -0.46304 -0.34254 -2.19120 0.162 -0.110 0.146 0.090
H 1.18473 -0.08016 -1.58250 -0.206 -0.056 -0.010 0.069
```
Positions in Å, forces in eV/Å.